Entry 1:
Density functional theory data (wB97M-V/def2-TZVPD) for a molecular structure, C21H41N2O2P3ReS in a non-equilibrium geometry.

XYZ file:
```
71
Properties=species:S:1:pos:R:3
P 2.655 -0.582 -0.577
C 3.491 -0.763 1.029
H 4.551 -0.969 0.818
H 3.079 -1.610 1.594
H 3.414 0.150 1.635
C 3.111 -2.151 -1.363
H 3.084 -2.084 -2.458
H 2.418 -2.943 -1.033
H 4.138 -2.384 -1.035
C 3.606 0.776 -1.312
H 4.650 0.440 -1.390
H 3.550 1.669 -0.668
H 3.240 1.060 -2.306
P -0.710 2.637 -1.055
C -0.844 3.732 0.413
H -1.283 4.695 0.108
H 0.147 3.926 0.849
H -1.475 3.289 1.198
C 0.394 3.651 -2.074
H 0.341 3.372 -3.133
H 1.438 3.527 -1.743
H 0.095 4.705 -1.969
C -2.407 2.667 -1.695
H -2.649 3.704 -1.978
H -3.118 2.318 -0.927
H -2.533 2.018 -2.572
P -1.934 -1.878 -0.571
C -2.819 -2.285 0.961
H -3.588 -3.033 0.715
H -3.313 -1.395 1.377
H -2.147 -2.719 1.714
C -3.352 -1.694 -1.692
H -4.097 -2.446 -1.399
H -3.077 -1.851 -2.739
H -3.785 -0.687 -1.594
C -1.028 -3.400 -0.947
H -1.783 -4.183 -1.106
H -0.371 -3.662 -0.105
H -0.407 -3.289 -1.843
Re -0.076 0.328 -0.895
C 0.963 1.199 0.462
O 1.403 1.744 1.402
C -1.473 0.574 0.387
O -2.181 0.877 1.284
C -1.296 -0.101 -3.485
C -0.685 -1.350 -3.343
C 0.701 -1.452 -3.280
C 1.490 -0.309 -3.395
C 0.894 0.942 -3.549
C -0.504 1.045 -3.611
H -2.362 -0.040 -3.715
H -1.284 -2.261 -3.425
H 1.166 -2.441 -3.345
H 2.572 -0.409 -3.514
H 1.517 1.795 -3.826
H -0.966 1.989 -3.902
S 0.333 -1.329 1.477
C 0.108 -0.699 3.089
N -1.081 -0.734 3.684
C -1.297 -0.515 5.109
C -0.238 0.423 5.653
C 1.154 0.011 5.230
N 1.190 -0.352 3.817
H -1.854 -1.059 3.109
H -1.275 -1.482 5.638
H -2.299 -0.094 5.221
H -0.293 0.426 6.739
H -0.447 1.440 5.314
H 1.507 -0.844 5.823
H 1.862 0.832 5.365
H 2.073 -0.483 3.355
```

Its multiplicity is 4. The net charge is +4. The expectation value of S² is 3.79. Its LUMO energy (alpha / beta) is -12.40 / -14.92 eV. The value obtained for the HOMO energy (alpha / beta) is -20.301 / -20.725 eV.

***

Entry 2:
Density functional theory data (wB97M-V/def2-TZVPD) for 6 unconnected molecules or ions with the total composition C21H41N6O8 in a non-equilibrium geometry.

XYZ file:
```
76
Properties=species:S:1:pos:R:3
O 2.834 1.636 3.296
C 2.574 2.409 2.414
O 3.516 3.133 1.768
C 1.138 2.628 1.932
C 0.360 1.593 1.453
C -0.893 1.885 1.025
N -1.367 3.120 1.065
C -0.661 4.158 1.516
C 0.617 3.924 1.957
O 1.341 4.987 2.402
H 3.168 3.313 0.883
H 0.782 0.579 1.409
H -1.550 1.122 0.623
H -2.315 3.304 0.729
H -1.088 5.153 1.506
H 1.043 5.223 3.290
C -5.296 5.338 -1.123
C -4.198 4.437 -1.625
O -4.034 3.299 -1.180
N -3.383 4.911 -2.593
C -3.416 6.212 -3.243
H -5.859 4.815 -0.356
H -4.876 6.246 -0.689
H -5.976 5.597 -1.935
H -2.674 4.253 -2.880
H -3.557 6.070 -4.314
H -2.461 6.714 -3.081
H -4.217 6.833 -2.857
C 0.989 -3.389 0.838
C 1.879 -2.276 1.320
O 2.059 -1.256 0.651
N 2.490 -2.415 2.516
C 2.413 -3.530 3.445
H 0.581 -3.123 -0.132
H 1.556 -4.312 0.728
H 0.162 -3.540 1.535
H 3.071 -1.628 2.765
H 2.030 -3.170 4.401
H 3.416 -3.931 3.599
H 1.766 -4.317 3.073
C -0.445 -4.614 -3.182
C -0.217 -5.569 -2.036
O 0.838 -5.599 -1.417
N -1.230 -6.410 -1.706
C -2.543 -6.521 -2.318
H 0.451 -4.015 -3.323
H -0.643 -5.163 -4.103
H -1.280 -3.946 -2.964
H -1.009 -7.020 -0.935
H -3.306 -6.330 -1.561
H -2.674 -7.536 -2.696
H -2.665 -5.817 -3.134
C 7.635 -1.222 3.559
C 6.319 -1.799 4.020
O 6.072 -2.991 3.951
N 5.392 -0.940 4.526
C 5.476 0.502 4.695
H 8.259 -2.029 3.186
H 7.474 -0.505 2.754
H 8.151 -0.739 4.390
H 4.543 -1.400 4.812
H 5.341 0.736 5.753
H 4.671 0.956 4.124
H 6.428 0.899 4.358
C -2.192 -0.257 -4.506
C -3.405 -0.993 -3.987
O -3.473 -2.211 -3.995
N -4.434 -0.249 -3.500
C -4.536 1.199 -3.402
H -1.464 -0.983 -4.857
H -2.467 0.389 -5.341
H -1.737 0.336 -3.711
H -5.208 -0.804 -3.172
H -4.679 1.466 -2.358
H -5.406 1.530 -3.974
H -3.648 1.693 -3.780
```

The net charge is +1. Its LUMO energy is -4.67 eV. The value obtained for the HOMO energy is -10.754 eV.

***

Entry 3:
Density functional theory data (wB97M-V/def2-TZVPD) for a molecular structure, C21H42AlN2O6 in a non-equilibrium geometry.

XYZ file:
```
72
Properties=species:S:1:pos:R:3
C 5.099 3.628 0.875
C 3.869 2.756 1.142
C 4.168 1.553 2.049
C 3.131 0.418 1.941
N 3.397 -0.673 1.009
C 3.081 -0.483 -0.412
C 4.227 0.144 -1.275
C 5.612 0.241 -0.726
O 6.453 0.982 -1.179
O 1.951 0.307 -0.565
Al 0.554 -0.776 -0.118
O -0.704 -0.581 -1.370
C -0.324 -0.521 1.662
C -1.758 -1.099 1.685
C -2.811 -0.097 1.183
C -4.206 -0.324 1.769
C -4.997 -1.444 1.090
C -5.405 -1.120 -0.354
C -6.787 -0.440 -0.455
C -6.797 0.778 -1.365
O -6.120 1.859 -0.694
C -6.825 2.961 -0.400
C -6.249 3.684 0.781
O -7.776 3.339 -1.035
O 1.493 -2.274 -0.297
C 2.687 -1.893 -1.011
C 2.295 -1.801 -2.506
C 3.229 -2.429 -3.553
C 3.652 -3.021 -0.667
N 5.074 -2.762 -1.008
H 4.796 4.644 0.603
H 5.710 3.238 0.061
H 5.700 3.710 1.785
H 3.408 2.405 0.218
H 3.122 3.372 1.653
H 5.183 1.171 1.887
H 4.151 1.907 3.087
H 3.039 -0.040 2.933
H 2.158 0.849 1.715
H 4.345 -1.004 1.124
H 3.919 1.155 -1.555
H 4.338 -0.409 -2.211
H 5.894 -0.405 0.116
H -0.986 0.338 -1.411
H -0.370 0.548 1.916
H 0.285 -1.005 2.434
H -1.796 -1.974 1.027
H -2.022 -1.415 2.703
H -2.479 0.932 1.349
H -2.865 -0.225 0.098
H -4.791 0.602 1.657
H -4.137 -0.502 2.847
H -5.916 -1.616 1.664
H -4.440 -2.385 1.126
H -5.411 -2.043 -0.938
H -4.667 -0.464 -0.822
H -7.106 -0.113 0.538
H -7.512 -1.144 -0.872
H -6.232 0.575 -2.279
H -7.811 1.076 -1.626
H -5.302 4.137 0.477
H -6.938 4.468 1.086
H -6.033 2.998 1.597
H 1.324 -2.289 -2.585
H 2.137 -0.755 -2.779
H 3.572 -3.428 -3.278
H 2.677 -2.542 -4.491
H 4.085 -1.789 -3.791
H 3.280 -3.934 -1.150
H 3.593 -3.188 0.408
H 5.649 -3.439 -0.521
H 5.238 -2.929 -1.994
```

The net charge is -1. Its LUMO energy is 2.55 eV. The value obtained for the HOMO energy is -5.132 eV.

***

Entry 4:
Density functional theory data (wB97M-V/def2-TZVPD) for a molecular structure, C21H42BGeIrN7O3S in a non-equilibrium geometry.

XYZ file:
```
77
Properties=species:S:1:pos:R:3
Ir -0.555 -0.154 -0.117
C -1.194 4.251 -1.242
C -1.136 2.836 -1.826
C -0.465 2.879 -3.199
C -2.549 2.260 -1.914
O -0.342 2.006 -0.965
Ge 0.466 2.489 0.684
O -0.938 1.515 1.522
C -1.280 1.442 2.912
C -0.403 2.430 3.691
C -2.752 1.833 3.061
C -1.027 0.020 3.413
O 1.466 0.916 0.466
C 2.897 0.779 0.421
C 3.506 2.127 0.025
C 3.415 0.356 1.793
C 3.234 -0.263 -0.645
H -1.747 4.909 -1.908
H -0.179 4.650 -1.133
H -1.692 4.242 -0.267
H -1.059 3.479 -3.886
H -0.369 1.871 -3.607
H 0.528 3.323 -3.116
H -3.209 2.956 -2.426
H -2.942 2.074 -0.911
H -2.545 1.319 -2.465
H -0.543 3.439 3.290
H 0.652 2.145 3.602
H -0.677 2.436 4.743
H -2.901 2.874 2.769
H -3.059 1.713 4.099
H -3.380 1.201 2.433
H 0.009 -0.271 3.214
H -1.688 -0.680 2.899
H -1.219 -0.041 4.482
H 3.278 2.876 0.793
H 3.094 2.461 -0.932
H 4.587 2.047 -0.063
H 3.251 1.154 2.521
H 4.482 0.147 1.743
H 2.887 -0.535 2.126
H 2.853 0.072 -1.613
H 2.776 -1.220 -0.390
H 4.312 -0.389 -0.718
C 3.980 -3.801 2.294
C 2.575 -3.517 2.845
C 1.586 -3.288 1.759
N 1.123 -2.148 1.400
N 0.243 -2.210 0.356
C 0.020 -3.439 -0.079
N -0.802 -3.756 -1.086
S 0.939 -4.615 0.791
H 4.665 -3.975 3.121
H 4.347 -2.953 1.715
H 3.982 -4.686 1.657
H 2.584 -2.628 3.476
H 2.246 -4.362 3.452
H -1.466 -3.067 -1.405
H -1.016 -4.725 -1.254
N 1.173 -1.476 -5.348
C 0.131 -1.409 -4.510
C 0.255 -0.939 -3.177
N -0.793 -0.898 -2.376
C -1.990 -1.288 -2.836
C -2.100 -1.744 -4.142
N -1.062 -1.811 -4.955
H 2.083 -1.130 -5.105
H 1.017 -1.809 -6.285
H 1.213 -0.613 -2.791
H -2.843 -1.215 -2.177
H -3.055 -2.063 -4.541
B -4.951 -1.060 1.149
C -3.545 -0.988 0.612
N -2.450 -0.936 0.192
H -5.630 -1.744 0.420
H -5.375 0.048 1.314
H -4.934 -1.732 2.157
```

Its multiplicity is 6. As for the relative energy (zero: lowest compared OMol25 entry of this formula, charge and spin): 0.2157 eV. The net charge is +2. The expectation value of S² is 8.77. Its LUMO energy (alpha / beta) is -5.56 / -9.66 eV. The value obtained for the HOMO energy (alpha / beta) is -14.446 / -14.453 eV.

***

Entry 5:
Density functional theory data (wB97M-V/def2-TZVPD) for a molecular structure, C21H42BaN6O4PS.

XYZ file:
```
76
Properties=species:S:1:pos:R:3
Ba -0.135 0.330 0.025
N 2.248 -1.576 0.511
C 1.664 -2.906 0.270
C 1.266 -3.073 -1.187
N 0.038 -2.342 -1.559
C 0.016 -2.064 -3.009
C -0.581 -0.725 -3.418
N 0.216 0.396 -2.898
C -1.126 -3.153 -1.152
C -2.410 -2.384 -0.882
N -2.291 -1.580 0.347
H 3.092 -1.480 -0.045
H 2.545 -1.522 1.482
H 0.797 -3.014 0.927
H 2.356 -3.713 0.532
H 1.163 -4.142 -1.414
H 2.089 -2.705 -1.802
H -0.509 -2.862 -3.548
H 1.045 -2.078 -3.375
H -1.599 -0.612 -3.046
H -0.643 -0.719 -4.511
H -0.250 1.272 -3.120
H 1.118 0.423 -3.363
H -0.867 -3.684 -0.233
H -1.327 -3.925 -1.907
H -3.228 -3.108 -0.821
H -2.650 -1.713 -1.705
H -2.258 -2.199 1.152
H -3.122 -1.010 0.468
C -3.413 6.699 1.296
C -3.771 5.298 1.770
N -2.578 4.529 2.142
C -2.172 4.640 3.539
C -2.843 3.584 4.407
C -1.914 3.800 1.237
S -0.514 2.920 1.734
N -2.409 3.897 -0.017
C -2.302 2.975 -0.944
O -1.830 1.805 -0.807
C -2.816 3.357 -2.299
C -3.140 4.675 -2.605
C -3.595 5.005 -3.871
C -3.743 4.021 -4.840
C -3.434 2.702 -4.538
C -2.969 2.375 -3.274
H -4.317 7.259 1.054
H -2.787 6.642 0.406
H -2.870 7.248 2.066
H -4.313 4.760 1.000
H -4.404 5.346 2.658
H -2.453 5.640 3.874
H -1.090 4.560 3.599
H -3.929 3.680 4.372
H -2.529 3.690 5.446
H -2.574 2.587 4.058
H -3.028 5.431 -1.840
H -3.839 6.033 -4.104
H -4.106 4.281 -5.826
H -3.564 1.930 -5.286
H -2.743 1.348 -3.018
C 0.056 1.201 5.357
O 0.307 -0.149 4.929
P 0.864 -0.338 3.428
O 2.421 0.088 3.515
C 2.852 1.307 2.898
O 1.129 -1.937 3.469
C 0.105 -2.822 3.924
H -0.616 1.144 6.209
H -0.403 1.787 4.558
H 0.990 1.671 5.665
H 3.448 1.859 3.621
H 2.009 1.931 2.588
H 3.473 1.075 2.031
H 0.474 -3.833 3.779
H -0.818 -2.686 3.351
H -0.107 -2.655 4.978
```

As for the relative energy (zero: lowest compared OMol25 entry of this formula, charge and spin): 0.2443 eV. The net charge is +1. Its LUMO energy is -2.18 eV. The value obtained for the HOMO energy is -10.379 eV.

***

Entry 6:
Density functional theory data (wB97M-V/def2-TZVPD) for 6 unconnected molecules or ions with the total composition C21H42BrIN2O18P in a non-equilibrium geometry.

XYZ file:
```
86
Properties=species:S:1:pos:R:3
N 4.662 -4.437 2.685
P 3.338 -4.818 1.676
O 3.424 -3.806 0.405
C 1.704 -4.386 2.595
N 0.759 -5.476 2.199
C -0.575 -5.258 2.862
C -0.802 -3.822 3.351
I -0.308 -3.581 5.460
O -0.247 -2.835 2.551
C 1.085 -3.087 2.105
C 2.013 -1.889 2.389
C 1.270 -0.737 3.027
O 0.802 -0.772 4.058
Br 1.132 0.889 1.974
H 4.664 -5.136 3.423
H 4.596 -3.525 3.136
H 4.148 -3.167 0.511
H 1.927 -4.415 3.655
H 1.178 -6.368 2.468
H 0.694 -5.455 1.179
H -0.598 -5.891 3.736
H -1.345 -5.631 2.197
H -1.867 -3.669 3.320
H 1.032 -3.156 1.020
H 2.406 -1.546 1.444
H 2.871 -2.148 2.998
C -6.389 -3.423 -1.043
O -5.105 -3.587 -0.429
C -4.636 -2.491 0.162
O -5.182 -1.423 0.218
O -3.437 -2.783 0.688
C -2.812 -1.685 1.361
H -6.653 -4.380 -1.483
H -7.137 -3.155 -0.300
H -6.345 -2.670 -1.827
H -3.421 -1.351 2.201
H -2.636 -0.858 0.673
H -1.854 -2.050 1.729
C -1.513 4.774 0.045
O -2.832 4.253 -0.141
C -2.917 2.928 -0.095
O -1.999 2.164 0.086
O -4.189 2.584 -0.284
C -4.440 1.174 -0.260
H -1.583 5.856 -0.015
H -1.126 4.499 1.025
H -0.846 4.422 -0.741
H -4.176 0.753 0.709
H -3.893 0.670 -1.055
H -5.504 1.039 -0.424
C -1.039 0.499 -2.680
O -1.935 -0.474 -3.232
C -1.335 -1.444 -3.914
O -0.143 -1.565 -4.063
O -2.271 -2.260 -4.395
C -1.765 -3.359 -5.157
H -1.640 1.224 -2.142
H -0.346 0.034 -1.980
H -0.495 1.011 -3.473
H -1.124 -3.990 -4.543
H -1.221 -3.003 -6.030
H -2.623 -3.938 -5.486
C 3.156 6.684 0.831
O 2.778 7.832 1.590
C 1.609 8.367 1.233
O 0.888 7.964 0.357
O 1.381 9.422 2.012
C 0.154 10.104 1.742
H 4.115 6.351 1.218
H 2.426 5.885 0.953
H 3.266 6.938 -0.222
H -0.696 9.443 1.901
H 0.147 10.493 0.726
H 0.094 10.934 2.440
C 2.470 -0.759 -4.010
O 3.768 -0.720 -3.390
C 4.109 0.471 -2.909
O 3.441 1.472 -2.949
O 5.327 0.368 -2.362
C 5.823 1.586 -1.805
H 2.308 -1.772 -4.355
H 1.703 -0.505 -3.294
H 2.435 -0.083 -4.863
H 5.175 1.934 -1.001
H 5.916 2.351 -2.573
H 6.808 1.370 -1.399
```

The net charge is +1. Its LUMO energy is -3.13 eV. The value obtained for the HOMO energy is -12.194 eV.